A 11-piece molecular cluster, CH24O13 overall in a non-equilibrium geometry, computed with ωB97M-V with the def2-TZVPD basis set.

Summary:
LUMO level (spin up / spin down)	-12.29 / -15.50	eV
<S²>	0.76
charge	+3
2S+1	2

Element x y z (Å)
O: -9.647 -30.022 -1.105
H: -9.024 -29.603 -1.703
H: -9.181 -30.419 -0.365
H: -10.238 -30.606 -1.587
O: -10.494 -30.254 -5.369
H: -11.002 -30.866 -4.831
H: -9.695 -29.990 -4.906
H: -10.304 -30.539 -6.266
O: -8.140 -32.886 -2.694
H: -8.128 -33.171 -1.777
H: -9.072 -32.738 -2.875
H: -7.772 -32.002 -2.763
O: -10.970 -33.704 -0.131
H: -11.180 -33.244 0.685
H: -10.030 -33.616 -0.310
H: -11.443 -33.363 -0.893
C: -11.807 -32.206 -2.976
O: -10.635 -31.872 -2.616
O: -12.185 -31.939 -4.140
O: -12.517 -32.774 -2.149
O: -14.333 -31.143 -5.864
H: -13.660 -31.295 -5.201
H: -14.217 -30.229 -6.120
O: -14.244 -34.297 -3.438
H: -14.098 -34.698 -4.295
H: -13.419 -33.857 -3.235
O: -14.466 -31.073 -1.094
H: -13.900 -31.753 -1.460
H: -14.812 -30.612 -1.859
O: -14.235 -35.353 -0.704
H: -13.833 -34.650 -0.195
H: -14.487 -34.938 -1.529
O: -12.255 -33.337 -6.409
H: -13.148 -33.678 -6.454
H: -12.184 -32.965 -5.530
O: -13.539 -29.515 -3.369
H: -14.495 -29.564 -3.397
H: -13.246 -30.378 -3.663

Force components x, y, z for each atom (eV/Å):
O 1.0 1.8 1.1
H 0.4 0.9 -0.2
H 0.2 0.0 0.8
H -1.9 -2.3 -1.6
O 1.0 1.8 -0.4
H -2.2 -2.2 1.1
H 0.4 0.4 -0.1
H -0.1 -0.4 -1.1
O 1.0 -0.5 -0.1
H 0.9 -0.6 0.7
H -3.1 0.3 -0.9
H 1.2 0.5 -0.2
O 1.4 -1.2 1.3
H -0.5 0.3 1.0
H 0.4 -0.4 0.3
H -2.5 1.3 -2.6
C -0.9 0.2 -1.1
O 4.8 1.3 1.3
O 0.5 1.1 -0.8
O -0.8 -1.9 2.4
O -0.2 -0.3 0.1
H 0.2 -0.3 0.0
H -0.2 0.5 -0.4
O -0.6 -0.3 0.4
H -0.3 -0.6 -0.6
H 0.4 0.6 0.4
O -0.1 0.0 0.7
H 0.2 -0.4 -0.3
H -0.3 0.2 0.0
O 0.4 -0.6 0.2
H -0.1 0.3 0.6
H -0.7 0.2 -1.0
O 0.5 -0.1 -0.2
H -0.4 -0.1 -0.5
H -0.1 0.0 0.2
O 0.4 0.2 0.2
H -0.4 0.4 -0.3
H 0.0 -0.2 -0.1

Table of natural (NBO) atomic charges, one value per atom, all in e: atom 1 (O): -0.75, atom 2 (H): 0.56, atom 3 (H): 0.56, atom 4 (H): 0.57, atom 5 (O): -0.75, atom 6 (H): 0.56, atom 7 (H): 0.54, atom 8 (H): 0.59, atom 9 (O): -0.71, atom 10 (H): 0.55, atom 11 (H): 0.56, atom 12 (H): 0.55, atom 13 (O): -0.74, atom 14 (H): 0.57, atom 15 (H): 0.53, atom 16 (H): 0.56, atom 17 (C): 1.00, atom 18 (O): -1.01, atom 19 (O): -0.85, atom 20 (O): -0.82, atom 21 (O): -0.81, atom 22 (H): 0.46, atom 23 (H): 0.49, atom 24 (O): -0.76, atom 25 (H): 0.50, atom 26 (H): 0.48, atom 27 (O): -0.78, atom 28 (H): 0.47, atom 29 (H): 0.48, atom 30 (O): -0.63, atom 31 (H): 0.46, atom 32 (H): 0.50, atom 33 (O): -0.90, atom 34 (H): 0.48, atom 35 (H): 0.46, atom 36 (O): -0.91, atom 37 (H): 0.49, atom 38 (H): 0.45

A 13-piece molecular cluster, CH27NO12 overall in a non-equilibrium geometry, computed with ωB97M-V with the def2-TZVPD basis set.

Summary:
LUMO level (spin up / spin down)	2.95 / 2.77	eV
<S²>	0.75
charge	-1
2S+1	2

Element x y z (Å)
C: -1.077 -3.311 -0.415
N: 0.086 -3.500 0.027
H: -1.677 -2.632 0.123
H: -1.528 -3.763 -1.268
H: 0.640 -4.339 -0.385
H: -3.237 -1.008 0.080
H: -2.853 0.365 -0.487
O: -3.055 -0.601 -0.821
H: -0.727 -1.726 -1.950
H: -2.151 -1.407 -2.045
O: -1.468 -1.673 -2.602
H: -3.363 2.721 -1.301
H: -1.843 2.390 -0.970
O: -2.765 1.985 -1.110
H: 3.754 1.250 -0.007
H: 2.416 1.788 0.148
O: 3.259 1.798 0.554
H: 0.253 -0.343 2.573
H: 0.020 -1.464 1.250
O: -0.224 -0.980 2.085
H: 3.302 0.940 -2.476
H: 1.619 1.125 -2.770
O: 2.446 1.170 -2.173
H: 1.560 -2.585 1.569
H: 3.082 -2.246 1.090
O: 2.424 -2.090 1.676
H: 0.011 1.551 2.138
H: 1.088 2.264 2.881
O: 0.359 2.485 2.296
H: -2.032 -0.471 2.225
H: -3.517 -0.391 2.454
O: -2.855 -0.247 1.846
H: 2.420 -0.311 2.839
H: 2.832 0.978 2.291
O: 2.161 0.597 2.896
H: 0.081 1.598 -4.105
H: -0.383 0.388 -3.407
O: 0.394 0.752 -3.839
H: 0.078 2.979 0.512
H: 0.623 2.888 -0.931
O: -0.152 3.076 -0.493

Force components x, y, z for each atom (eV/Å):
C 0.6 -0.8 0.2
N 1.6 -1.9 0.3
H -0.7 1.1 0.4
H -0.2 -0.7 -0.5
H -1.2 2.0 0.2
H 0.3 0.6 -1.5
H -0.6 -2.2 -1.5
O -0.3 1.3 2.9
H -0.5 0.2 -1.1
H -2.5 1.3 1.7
O 3.5 -1.0 -1.3
H 0.3 -0.2 0.2
H -1.4 -0.5 -0.1
O 1.5 1.2 0.1
H 1.3 -1.4 -1.3
H -1.5 -0.1 -0.8
O 0.4 1.4 2.3
H 2.2 0.6 -0.3
H 0.8 1.5 1.3
O -3.0 -2.2 -0.9
H 0.7 -0.5 -1.3
H 2.2 -0.6 0.3
O -2.7 1.1 1.1
H 1.9 0.4 -0.6
H 2.6 -1.3 -3.3
O -4.3 0.8 4.0
H 0.4 1.8 0.0
H 0.4 0.1 0.1
O -1.3 -1.6 -0.4
H 2.0 -0.7 0.7
H -2.2 -0.4 2.2
O 0.0 1.0 -2.7
H 0.0 -1.6 0.0
H -0.5 0.3 -0.2
O 0.6 1.0 0.2
H -0.3 1.3 -0.6
H -0.3 -0.8 0.3
O 0.2 -0.6 0.1
H -0.4 0.2 -2.1
H 2.9 -0.8 -1.7
O -2.5 0.5 3.8

Table of natural (NBO) atomic charges, one value per atom, all in e: atom 1 (C): -0.10, atom 2 (N): -0.71, atom 3 (H): 0.17, atom 4 (H): 0.17, atom 5 (H): 0.34, atom 6 (H): 0.49, atom 7 (H): 0.52, atom 8 (O): -1.03, atom 9 (H): 0.45, atom 10 (H): 0.49, atom 11 (O): -0.98, atom 12 (H): 0.47, atom 13 (H): 0.52, atom 14 (O): -1.01, atom 15 (H): 0.44, atom 16 (H): 0.48, atom 17 (O): -1.03, atom 18 (H): 0.50, atom 19 (H): 0.51, atom 20 (O): -1.07, atom 21 (H): 0.45, atom 22 (H): 0.50, atom 23 (O): -1.18, atom 24 (H): 0.50, atom 25 (H): 0.42, atom 26 (O): -1.14, atom 27 (H): 0.47, atom 28 (H): 0.50, atom 29 (O): -0.99, atom 30 (H): 0.50, atom 31 (H): 0.46, atom 32 (O): -0.99, atom 33 (H): 0.50, atom 34 (H): 0.50, atom 35 (O): -1.06, atom 36 (H): 0.46, atom 37 (H): 0.50, atom 38 (O): -0.97, atom 39 (H): 0.51, atom 40 (H): 0.47, atom 41 (O): -1.03

CH27O16Pb as an isolated structure in a non-equilibrium geometry, computed with ωB97M-V with the def2-TZVPD basis set.

Summary:
LUMO level	-4.36	eV
energy relative to the best compared isomer or geometry (same formula, charge and spin)	0.0	kJ/mol
charge	+1

Element x y z (Å)
Pb: -10.472 4.041 -5.370
C: -10.984 6.236 -2.916
O: -10.325 5.212 -3.156
O: -12.125 6.158 -2.168
O: -10.714 7.333 -3.323
H: -12.300 5.269 -1.997
O: -8.242 5.106 -5.117
H: -7.670 4.622 -4.502
H: -8.171 6.032 -4.857
O: -8.479 7.580 -4.744
H: -9.323 7.307 -4.336
H: -8.157 8.289 -4.202
O: -12.751 5.893 0.657
H: -11.798 6.013 0.619
H: -12.981 5.328 -0.088
O: -14.503 7.317 -1.690
H: -13.700 6.929 -2.024
H: -14.234 7.717 -0.836
O: -12.581 3.978 -4.160
H: -13.328 3.369 -4.183
H: -12.964 4.800 -4.582
O: -9.226 2.701 -3.792
H: -8.853 2.807 -2.923
H: -8.934 1.828 -4.027
O: -10.976 8.796 -0.697
H: -11.356 8.075 -1.161
H: -11.684 9.425 -0.762
O: -12.647 8.477 -4.505
H: -11.920 8.059 -3.999
H: -13.029 9.072 -3.846
O: -9.993 10.204 -4.101
H: -10.734 9.668 -4.206
H: -9.839 10.388 -3.172
O: -8.125 4.890 -1.921
H: -8.973 5.241 -2.300
H: -8.278 4.688 -1.018
O: -10.952 3.195 -1.162
H: -10.787 2.424 -1.688
H: -10.806 3.944 -1.744
O: -11.774 6.009 -5.969
H: -12.669 6.068 -6.298
H: -11.322 6.839 -6.125
O: -14.117 4.346 -1.040
H: -14.893 4.489 -0.499
H: -14.037 3.415 -1.172

Force components x, y, z for each atom (eV/Å):
Pb 1.5 0.3 0.3
C -2.1 0.9 0.6
O 0.0 -2.7 -0.8
O 1.7 1.7 -1.0
O 0.9 1.7 -0.4
H -1.0 -2.7 0.8
O -0.3 -2.1 -0.5
H -0.1 0.0 0.0
H 0.4 1.7 0.1
O -0.3 -1.1 -0.7
H 0.1 0.9 0.3
H 0.2 0.7 0.3
O 0.2 0.4 0.2
H 0.0 0.1 0.2
H -0.1 -0.2 0.3
O -0.5 0.9 0.9
H 0.2 0.0 -0.1
H -0.3 -0.5 -0.6
O -1.2 1.2 -0.8
H -0.1 -0.4 0.2
H 0.4 -0.9 1.0
O -0.3 -0.4 -0.3
H 0.4 1.0 1.1
H 0.2 -1.0 -0.6
O 0.7 0.6 0.5
H -0.3 -1.3 -0.6
H -0.4 0.9 0.3
O 0.0 0.2 0.1
H -0.4 0.2 -0.1
H -0.3 0.0 -0.3
O 2.4 1.6 -0.1
H -2.0 -1.3 0.0
H -0.3 -0.2 0.1
O -0.2 0.2 -1.7
H 1.2 -0.5 0.6
H -0.2 -0.2 1.4
O -0.4 0.4 0.7
H 0.1 -0.6 -0.4
H 0.3 0.0 -0.4
O 0.4 -0.6 0.3
H -0.4 0.5 -0.4
H -0.1 0.8 0.0
O 0.2 0.6 -0.7
H -0.3 0.2 0.2
H 0.1 -1.0 0.2

Table of natural (NBO) atomic charges, one value per atom, all in e: atom 1 (Pb): 1.61, atom 2 (C): 1.01, atom 3 (O): -0.87, atom 4 (O): -0.72, atom 5 (O): -0.71, atom 6 (H): 0.51, atom 7 (O): -1.00, atom 8 (H): 0.51, atom 9 (H): 0.52, atom 10 (O): -0.97, atom 11 (H): 0.49, atom 12 (H): 0.51, atom 13 (O): -0.96, atom 14 (H): 0.46, atom 15 (H): 0.47, atom 16 (O): -0.96, atom 17 (H): 0.47, atom 18 (H): 0.48, atom 19 (O): -0.97, atom 20 (H): 0.52, atom 21 (H): 0.51, atom 22 (O): -0.98, atom 23 (H): 0.54, atom 24 (H): 0.51, atom 25 (O): -0.92, atom 26 (H): 0.46, atom 27 (H): 0.47, atom 28 (O): -1.00, atom 29 (H): 0.47, atom 30 (H): 0.48, atom 31 (O): -0.95, atom 32 (H): 0.47, atom 33 (H): 0.48, atom 34 (O): -0.99, atom 35 (H): 0.48, atom 36 (H): 0.48, atom 37 (O): -0.94, atom 38 (H): 0.46, atom 39 (H): 0.47, atom 40 (O): -1.00, atom 41 (H): 0.53, atom 42 (H): 0.54, atom 43 (O): -0.96, atom 44 (H): 0.51, atom 45 (H): 0.48

The records above give, respectively, calculated total energy values of -1029.197738; -1011.848556; -1450.804897 Ha.